(1)
The following is a DFT calculation (ωB97M-V with the def2-TZVPD basis set) of a 2-piece molecular cluster, CCl3F2P overall.

```
7
CCl3F2P (ωB97M-V with the def2-TZVPD basis set)
C 1.278 -0.326 -0.082
F -2.308 -0.778 -0.038
F -1.477 1.172 -1.090
P -1.541 0.536 0.415
Cl 1.401 -1.553 1.100
Cl 2.395 1.025 0.273
Cl 1.096 -0.670 -1.707
```

orbital gap (spin up / spin down) = 7.40 / 7.94 eV

=====

(2)
The following is a DFT calculation (ωB97M-V with the def2-TZVPD basis set) of C14H26MnN6O6 as an isolated structure.

```
53
C14H26MnN6O6 (ωB97M-V with the def2-TZVPD basis set)
O -0.783 -2.840 -3.522
H -1.579 -3.102 -4.017
Mn -0.506 -0.684 -0.356
N -0.649 0.499 -1.740
N 1.330 -0.723 -1.013
N -1.841 -0.208 0.736
N 0.106 -1.543 1.296
O -1.842 0.939 -2.019
O -2.794 0.565 0.194
O 1.346 -1.968 1.622
O 2.441 -1.055 -0.390
C 1.556 -0.029 -2.179
C 0.385 0.624 -2.606
C -1.899 -0.703 1.992
C -0.698 -1.349 2.377
C 0.079 1.307 -3.860
H -0.363 0.608 -4.571
H 0.966 1.717 -4.319
H -0.645 2.110 -3.728
C 2.901 0.039 -2.803
H 3.338 -0.954 -2.922
H 3.599 0.609 -2.184
H 2.883 0.512 -3.788
C -3.069 -0.414 2.847
C -0.320 -1.567 3.793
H -3.980 -0.258 2.244
H -2.895 0.486 3.464
H -3.238 -1.253 3.537
H 0.757 -1.658 3.894
H -0.789 -2.461 4.212
H -0.660 -0.712 4.387
H -2.454 0.728 -0.839
H 1.936 -1.622 0.792
C 0.435 -3.813 -1.787
H 0.914 -3.770 -2.769
H -0.607 -3.889 -1.485
H 1.018 -3.835 -0.819
O -1.776 -1.679 -1.294
H -1.076 -2.314 -2.729
H -2.544 -1.147 -1.606
N 2.685 1.354 1.397
C 1.563 2.084 1.517
C 1.517 3.212 2.386
C 0.347 3.953 2.475
C -0.744 3.544 1.703
C -0.605 2.414 0.902
N 0.499 1.669 0.789
H 2.727 0.565 0.752
H 3.500 1.611 1.934
H 2.420 3.448 2.953
H 0.274 4.829 3.121
H -1.706 4.051 1.694
H -1.458 2.076 0.337
```

multiplicity = 6
⟨S²⟩ = 8.85
orbital gap (spin up / spin down) = 6.75 / 6.57 eV

=====

(3)
The following is a DFT calculation (ωB97M-V with the def2-TZVPD basis set) of a 2-piece molecular cluster, C6H13NO3 overall.

```
23
C6H13NO3 (ωB97M-V with the def2-TZVPD basis set)
N -2.223 -1.918 -2.002
C -2.038 -2.426 -0.709
O -2.838 -3.202 -0.222
O -1.110 -1.858 0.029
C -0.813 -0.309 0.030
C 0.160 0.097 1.124
C -0.157 1.424 1.772
C -1.143 1.497 2.905
C 0.325 1.708 3.167
H -3.116 -2.156 -2.416
H -1.443 -1.988 -2.646
H -0.243 -0.240 -0.913
H -1.798 0.101 0.306
H 0.190 -0.699 1.884
H 1.159 0.137 0.662
H -0.154 2.276 1.086
H -1.809 2.358 2.957
H -1.586 0.558 3.241
H 0.870 0.915 3.683
H 0.669 2.718 3.396
O -1.786 1.270 -1.959
H -2.089 0.288 -2.297
H -0.931 1.442 -2.362
```

orbital gap = 10.45 eV

=====

(4)
The following is a DFT calculation (ωB97M-V with the def2-TZVPD basis set) of a 2-piece molecular cluster, C3H9NO2S overall.

```
16
C3H9NO2S (ωB97M-V with the def2-TZVPD basis set)
N 2.638 1.646 -0.353
C 1.669 1.459 0.581
O 1.912 1.306 1.759
C 0.239 1.314 0.075
C -0.269 -0.068 0.401
S -1.949 -0.470 -0.193
H 2.441 1.540 -1.331
H 3.608 1.734 -0.094
H -0.293 2.094 0.625
H 0.105 1.652 -0.946
H -0.383 -0.188 1.477
H 0.440 -0.819 0.058
H -2.084 0.487 -1.121
O -2.328 -4.019 -0.333
H -2.649 -3.130 -0.530
H -3.097 -4.539 -0.076
```

orbital gap = 10.05 eV

=====

(5)
The following is a DFT calculation (ωB97M-V with the def2-TZVPD basis set) of C32H50ClFeO3P as an isolated structure.

```
88
C32H50ClFeO3P (ωB97M-V with the def2-TZVPD basis set)
Fe -0.076 0.038 1.130
P 0.021 0.607 -1.155
Cl 0.760 2.245 1.446
C -1.775 0.696 1.256
H -2.704 0.117 1.231
H -1.900 1.767 1.459
C 1.845 0.853 -1.412
C -0.817 2.249 -1.421
C 2.389 0.941 -2.847
H 1.997 1.818 -0.907
C 3.885 1.294 -2.824
H 2.262 -0.025 -3.351
H 1.838 1.684 -3.430
C 4.686 0.270 -2.011
H 4.266 1.351 -3.851
H 4.010 2.291 -2.380
C 4.131 0.141 -0.587
H 4.633 -0.708 -2.512
H 5.745 0.553 -1.980
C 2.635 -0.196 -0.602
H 4.677 -0.627 -0.028
H 4.268 1.088 -0.050
H 2.481 -1.195 -1.032
H 2.276 -0.228 0.440
C -0.662 -0.510 -2.490
C -2.336 2.101 -1.613
H -0.653 2.704 -0.435
C -3.015 3.473 -1.505
H -2.567 1.665 -2.592
H -2.744 1.419 -0.855
C -2.419 4.460 -2.518
H -4.095 3.368 -1.663
H -2.873 3.864 -0.489
C -0.901 4.585 -2.336
H -2.636 4.107 -3.537
H -2.894 5.442 -2.414
C -0.203 3.219 -2.444
H -0.482 5.273 -3.081
H -0.688 5.012 -1.347
H -0.304 2.840 -3.468
H 0.866 3.343 -2.246
C 0.029 -1.884 -2.568
H -1.699 -0.675 -2.156
C -0.719 -2.826 -3.522
H 1.058 -1.749 -2.925
H 0.090 -2.346 -1.583
C -0.850 -2.221 -4.924
H -0.202 -3.792 -3.567
H -1.721 -3.022 -3.114
C -1.500 -0.835 -4.857
H 0.149 -2.129 -5.372
H -1.431 -2.886 -5.574
C -0.732 0.098 -3.908
H -1.545 -0.384 -5.856
H -2.536 -0.933 -4.504
H 0.282 0.247 -4.292
H -1.214 1.077 -3.891
C 0.022 -2.398 0.916
C -1.291 -2.032 0.694
H 0.740 -2.316 0.104
C -2.377 -2.411 1.667
H -1.609 -1.752 -0.305
C -1.819 -2.765 3.048
H -3.128 -1.615 1.743
H -2.913 -3.277 1.246
C -0.710 -3.812 2.904
H -1.411 -1.863 3.516
H -2.625 -3.142 3.689
C 0.460 -3.278 2.061
H -0.341 -4.120 3.888
H -1.131 -4.707 2.425
H 1.166 -2.733 2.694
H 1.016 -4.116 1.617
O -1.622 0.749 5.228
C -0.588 0.221 5.923
C -0.733 0.192 7.315
C 0.285 -0.294 8.131
C 1.469 -0.756 7.563
C 1.641 -0.736 6.177
C 0.622 -0.260 5.326
C 0.864 -0.279 3.856
O 2.076 -0.429 3.372
O -0.146 -0.156 3.032
H -1.642 0.942 4.286
H -1.645 0.563 7.770
H 0.154 -0.308 9.205
H 2.258 -1.134 8.201
H 2.572 -1.108 5.769
```

multiplicity = 6
charge = -1
⟨S²⟩ = 8.78
orbital gap (spin up / spin down) = 5.63 / 7.05 eV

=====

(6)
The following is a DFT calculation (ωB97M-V with the def2-TZVPD basis set) of an isolated ion of composition C4H9NOS2 and charge +1.

```
17
C4H9NOS2 (ωB97M-V with the def2-TZVPD basis set)
S -1.106 -3.423 1.717
S -1.711 -2.280 0.238
C -0.291 -1.192 -0.115
C -0.373 0.072 0.826
N -0.760 1.252 0.116
C -0.021 1.822 -0.940
C 1.476 1.646 -0.862
O -0.592 2.588 -1.673
H -0.108 -4.153 1.160
H -0.277 -0.918 -1.163
H 0.570 -1.819 0.123
H 0.577 0.271 1.308
H -1.137 -0.103 1.574
H -1.750 1.434 0.011
H 1.707 2.187 0.063
H 2.045 2.007 -1.708
H 1.753 0.610 -0.675
```

multiplicity = 2
charge = +1
⟨S²⟩ = 0.76
orbital gap (spin up / spin down) = 9.34 / 4.73 eV

=====

Let's list maximum force in order: 0.04132, 0.10362, 0.07611, 0.02576, 0.09544, 0.02343 hartree/bohr.